Formula: C7H13N3S2
Source: OMol25
Level of theory: wB97M-V/def2-TZVPD

The geometry in XYZ format:
```
25
Properties=species:S:1:pos:R:3:forces:R:3:nbo_charge:R:1
C -0.2575 -1.3349 -0.7296 -0.75 0.03 -1.15 0.308
C -4.7332 -1.5145 0.3859 0.34 1.80 -0.99 -0.355
C 3.0902 -2.5978 -0.0406 -1.47 0.43 -2.60 -0.612
C -2.8516 2.3967 0.7707 4.39 3.58 -0.25 -0.584
C -1.7542 1.8236 -1.4561 -2.20 -0.33 -1.37 -0.643
C 2.0867 -1.4435 -0.1349 -1.09 -0.29 2.78 -0.214
C -1.6946 1.6556 0.0549 1.41 0.99 0.63 -0.087
N -0.7025 -0.3789 -0.1504 -1.81 0.88 0.46 -0.142
N -1.6612 0.2017 0.3955 -0.04 0.58 1.09 -0.283
N 0.8933 -1.9145 -0.8457 1.27 0.83 2.75 -0.595
S -3.5489 -2.0168 1.2481 -0.81 -0.52 -0.05 0.251
S -5.6139 -0.6077 -0.5879 0.41 -1.38 1.05 0.101
H 4.0712 -2.4277 0.2824 1.20 0.69 0.77 0.223
H 2.6607 -3.4399 0.4167 -0.54 -0.98 1.08 0.217
H 3.1720 -2.9249 -1.0981 0.34 0.05 0.31 0.194
H -2.5736 2.4476 1.8458 -0.65 0.25 -0.62 0.213
H -2.9720 3.5056 0.2664 0.37 -2.77 1.52 0.202
H -3.6852 1.8731 0.6121 -3.58 -1.94 -0.44 0.204
H -2.7008 2.4015 -1.9354 2.14 -1.35 1.47 0.211
H -1.7735 0.7733 -1.8042 -0.32 0.61 -0.54 0.219
H -0.8694 2.2281 -1.8921 0.62 0.60 -0.20 0.214
H 1.6132 -1.1166 0.8844 1.39 -0.52 -1.57 0.200
H 2.5137 -0.5708 -0.5957 0.17 0.46 -0.33 0.191
H -0.6722 1.9860 0.4758 -1.56 0.23 -0.74 0.179
H 1.0027 -2.3479 -1.6752 0.78 -1.92 -3.07 0.386
```
Positions in Å, forces in eV/Å.

- Electronic energy: -1234.99123 Eh
- LUMO level: 0.091 eV
- ΔE to the lowest compared entry with this formula, charge and spin: 64.09 kJ/mol
- Gap between HOMO and LUMO: 8.15 eV